Molecular formula: C5H5N3O
Method: DFT, ωB97M-V/def2-TZVPD

Structure (XYZ):
```
14
Properties=species:S:1:pos:R:3:mulliken_charge:R:1
C -1.906 -0.327 -1.120 -1.099
C -0.573 0.008 -0.523 0.785
C -0.505 0.810 0.709 -0.117
C 1.382 -0.320 1.470 0.465
C 2.223 0.015 0.271 0.022
H -2.369 0.636 -1.385 0.292
H -1.713 -0.958 -1.993 0.331
H -2.572 -0.811 -0.413 0.316
H -1.278 1.561 0.878 0.375
H 3.271 0.338 0.409 0.386
N 0.385 0.661 1.614 -0.456
N 1.767 0.046 -0.915 -0.483
N 0.461 -0.353 -1.183 -0.284
O 1.427 -1.306 2.181 -0.531
```

Summary:
E: -432.95623 hartree
SMILES: Cc1cnc(=O)cnn1
Relative energy (zero: lowest compared OMol25 entry of this formula, charge and spin): 54.9 kcal per mole
HOMO level: -10.0 eV



Molecular formula: C9H20NO3P
Method: DFT, ωB97M-V/def2-TZVPD

Structure (XYZ):
```
34
Properties=species:S:1:pos:R:3:mulliken_charge:R:1
C -1.492 -0.444 -0.004 0.329
C -3.051 0.765 -1.505 -1.161
C -4.014 -0.096 0.629 -1.611
C 3.670 0.066 -1.322 -1.404
C 3.302 -1.516 0.682 -1.515
C -1.624 -1.820 -0.029 -1.254
C 2.283 0.710 0.632 -0.992
C -2.735 0.421 -0.022 1.062
C 2.710 -0.507 -0.304 0.959
N -0.220 2.452 1.572 -0.335
O -0.283 0.302 0.055 -0.309
O -0.416 2.990 -1.054 -0.693
O 1.703 1.888 -0.117 -0.318
P 0.140 2.099 -0.014 0.730
H -2.559 -0.029 -2.243 0.200
H -2.537 1.712 -1.683 0.289
H -4.093 0.838 -1.751 0.401
H -4.817 0.453 0.322 0.481
H -4.158 -0.038 1.766 0.275
H -4.174 -1.080 0.269 0.403
H 4.237 -0.665 -1.734 0.518
H 4.412 0.770 -0.925 0.296
H 3.234 0.584 -2.234 0.302
H 2.625 -1.634 1.686 0.318
H 4.244 -1.287 1.070 0.399
H 3.306 -2.448 0.178 0.424
H -2.550 -2.189 0.174 0.335
H -0.743 -2.543 -0.149 0.261
H 1.741 0.248 1.459 0.420
H 3.298 0.978 0.956 0.544
H -2.348 1.435 0.378 0.088
H 1.695 -0.736 -0.634 0.086
H -0.098 3.339 1.926 0.204
H -0.467 1.647 2.123 0.267
```

Summary:
E: -976.73065 hartree
SMILES: C=C(O[P@](N)(=O)OCC(C)C)C(C)C
Relative energy (zero: lowest compared OMol25 entry of this formula, charge and spin): 42.4 kcal per mole
HOMO level: -8.8 eV



Molecular formula: C30H28CrN5O6S
Method: DFT, ωB97M-V/def2-TZVPD

Structure (XYZ):
```
71
Properties=species:S:1:pos:R:3:lowdin_spin:R:1
Cr -0.062 0.049 0.032 3.050
O 5.951 0.083 -0.482 0.005
C 4.593 0.063 -0.402 0.010
C 3.796 -0.226 -1.513 -0.003
C 2.423 -0.228 -1.334 0.010
N 1.911 0.037 -0.145 -0.016
C 2.639 0.325 0.924 0.010
C 4.019 0.349 0.841 -0.003
C 1.766 0.609 2.155 0.005
O 2.300 0.883 3.214 0.008
O 0.509 0.513 1.906 0.025
C 1.346 -0.513 -2.387 0.005
O 1.681 -0.744 -3.535 0.010
O 0.152 -0.471 -1.902 0.019
H 6.222 -0.144 -1.380 0.000
H 4.207 -0.444 -2.490 0.000
H 4.619 0.577 1.708 0.000
C -3.216 -0.670 0.033 0.002
N -2.144 0.321 -0.007 -0.013
C -2.476 1.553 -0.223 0.018
C -1.465 2.527 -0.409 0.006
C -1.477 3.910 -0.597 0.014
C -0.139 4.291 -0.706 0.006
C 0.617 3.119 -0.577 0.016
N -0.176 2.060 -0.404 -0.001
C -3.917 -0.815 -1.297 0.000
C -3.167 -0.952 -2.465 0.000
C -3.805 -1.099 -3.684 0.000
C -5.193 -1.112 -3.757 0.000
C -5.941 -0.975 -2.601 0.000
C -5.302 -0.825 -1.377 0.000
H -3.942 -0.409 0.813 -0.001
H -2.755 -1.626 0.299 0.003
H -3.529 1.835 -0.290 0.000
H -2.347 4.542 -0.647 0.001
H 0.247 5.283 -0.861 0.000
H 1.691 3.013 -0.608 0.001
H -2.086 -0.928 -2.418 0.000
H -3.212 -1.201 -4.582 0.000
H -5.686 -1.223 -4.713 0.000
H -7.022 -0.977 -2.648 0.000
H -5.888 -0.710 -0.473 0.000
C -1.928 0.725 3.731 0.001
C -1.003 -0.264 4.422 0.009
C -1.484 -1.706 4.293 0.019
N -1.466 -2.238 2.936 0.149
C -0.272 -2.490 2.280 0.382
S -0.128 -2.336 0.575 0.040
N 0.786 -3.037 3.007 0.050
C 0.830 -3.939 4.034 0.046
O 1.819 -4.005 4.751 0.074
C -0.288 -4.923 4.212 0.003
C -0.402 -5.526 5.462 0.005
C -1.367 -6.489 5.695 0.000
C -2.217 -6.879 4.667 0.006
C -2.088 -6.306 3.412 0.001
C -1.133 -5.326 3.182 0.007
H -1.593 1.750 3.875 0.000
H -2.949 0.644 4.115 0.000
H -1.945 0.554 2.654 0.000
H -0.924 -0.025 5.486 0.001
H -0.003 -0.178 3.999 0.001
H -2.519 -1.794 4.641 0.000
H -0.888 -2.356 4.936 0.001
H -2.136 -1.803 2.317 0.005
H 1.703 -2.676 2.767 0.009
H 0.287 -5.223 6.238 0.000
H -1.454 -6.941 6.673 0.000
H -2.972 -7.634 4.844 0.000
H -2.733 -6.619 2.602 0.000
H -1.035 -4.898 2.196 0.000
```

Summary:
E: -3328.13780 hartree
Charge: -1
Multiplicity: 5
HOMO level (spin up / spin down): -2.7 / -5.5 eV



Molecular formula: C24H22N4O3
Method: DFT, ωB97M-V/def2-TZVPD

Structure (XYZ):
```
53
Properties=species:S:1:pos:R:3:mulliken_charge:R:1
C 1.494 4.638 0.188 -0.888
H 2.427 4.900 -0.321 0.345
O 0.721 3.745 -0.576 -0.443
C 1.254 2.536 -0.903 0.613
C 2.499 2.089 -0.491 0.028
C 2.941 0.814 -0.843 -0.109
C 2.155 0.006 -1.650 -0.416
C 0.911 0.463 -2.058 -0.683
C 0.450 1.705 -1.686 -0.576
H -0.522 2.058 -1.986 0.493
H 0.293 -0.176 -2.669 0.391
H 2.478 -0.974 -1.960 0.375
O 4.187 0.481 -0.359 -0.480
C 4.484 -0.868 -0.083 -0.328
C 3.892 -1.316 1.272 -0.990
N 2.461 -1.207 1.277 0.304
C 1.775 -0.099 1.665 -1.137
C 0.454 -0.184 1.291 0.910
C -0.528 0.834 1.474 -0.966
N -1.727 0.694 1.064 0.430
N -2.591 1.712 1.217 -0.442
C -3.880 1.686 0.776 -0.125
O -4.579 2.678 0.848 -0.641
C -4.355 0.390 0.212 0.830
C -4.106 -0.832 0.827 -0.175
C -4.618 -1.977 0.236 -0.255
N -5.329 -1.971 -0.878 -0.637
C -5.578 -0.806 -1.450 -0.378
C -5.125 0.403 -0.947 -0.472
H -5.353 1.338 -1.434 0.436
H -6.173 -0.847 -2.354 0.384
H -4.446 -2.952 0.675 0.428
H -3.536 -0.890 1.740 0.384
H -2.261 2.604 1.599 0.245
H -0.192 1.762 1.958 0.369
C 0.315 -1.441 0.611 1.244
C -0.751 -2.083 -0.011 0.221
C -0.524 -3.307 -0.602 -0.895
C 0.740 -3.900 -0.581 -0.677
C 1.814 -3.281 0.024 -1.098
C 1.592 -2.045 0.617 -0.336
H 2.790 -3.745 0.031 0.369
H 0.880 -4.862 -1.053 0.401
H -1.336 -3.821 -1.094 0.482
H -1.722 -1.616 -0.029 0.440
H 2.275 0.691 2.195 0.401
H 4.291 -0.676 2.064 0.398
H 4.188 -2.350 1.466 0.416
H 5.574 -0.921 -0.032 0.410
H 4.135 -1.533 -0.878 0.266
H 3.155 2.691 0.117 0.550
H 1.726 4.228 1.177 0.328
H 0.884 5.533 0.304 0.256
```

Summary:
E: -1372.48140 hartree
SMILES: COc1cccc(OCCn2cc(/C=N/NC(=O)c3ccncc3)c3ccccc32)c1
Relative energy (zero: lowest compared OMol25 entry of this formula, charge and spin): 70.0 kcal per mole
HOMO level: -7.8 eV



Molecular formula: C4H8NO
Method: DFT, ωB97M-V/def2-TZVPD

Structure (XYZ):
```
14
Properties=species:S:1:pos:R:3:mulliken_charge:R:1
C -3.257 -0.056 -0.236 -0.546
C -2.086 0.124 0.345 0.162
C 0.229 0.389 0.379 -0.180
C 2.627 -0.180 0.335 -0.714
N 1.437 0.149 -0.562 -0.233
O -0.789 0.020 -0.301 -0.085
H -3.979 -0.243 0.503 0.261
H -3.556 0.004 -1.297 0.270
H -2.047 -0.037 1.483 0.238
H 2.622 0.703 1.034 0.361
H 2.326 -1.026 1.004 0.319
H 3.503 -0.375 -0.298 0.338
H 1.323 -0.543 -1.425 0.429
H 1.650 1.071 -0.964 0.380
```

Summary:
E: -286.80447 hartree
Charge: +1
Relative energy (zero: lowest compared OMol25 entry of this formula, charge and spin): 86.6 kcal per mole
HOMO level: -14.7 eV



Molecular formula: C20H74O27
Method: DFT, ωB97M-V/def2-TZVPD

Structure (XYZ):
```
121
Properties=species:S:1:pos:R:3:mulliken_charge:R:1
O -1.230 -0.729 2.950 -0.418
H -1.118 -1.253 3.744 0.116
H -1.365 0.163 3.268 0.362
O -0.362 -0.358 0.096 -0.241
H -0.923 -0.603 0.832 0.074
H 0.111 -1.161 -0.122 0.173
O 2.725 -1.423 -1.547 -0.371
H 2.024 -1.295 -2.185 0.257
H 2.941 -0.540 -1.247 0.167
O 0.842 -3.497 -0.603 -0.489
H 1.700 -3.343 -0.206 0.245
H 0.402 -4.095 0.001 0.301
O -1.876 1.738 3.859 -0.664
H -1.716 2.228 3.053 0.417
H -1.289 2.135 4.502 0.284
O 2.124 -4.314 -3.046 -0.640
H 2.428 -3.407 -3.026 0.298
H 1.710 -4.447 -2.193 0.355
O 3.724 -3.780 -0.493 -0.606
H 4.463 -3.463 0.026 0.294
H 3.479 -3.035 -1.042 0.291
C -3.994 3.303 -1.718 1.309
C -5.257 4.003 -2.198 -0.863
O -6.526 3.688 -1.625 -0.539
O -3.625 2.383 -2.733 -0.378
H -4.151 2.622 -0.881 -0.904
H -3.259 4.085 -1.524 0.081
H -5.211 4.070 -3.285 0.287
H -5.167 5.068 -1.985 0.415
H -6.381 4.091 -0.766 0.349
H -3.228 2.943 -3.404 0.322
C 4.840 2.217 -0.786 0.244
C 5.410 1.995 -2.200 -0.389
O 6.008 0.679 -2.338 -0.477
O 5.952 2.293 0.102 -0.586
H 3.994 1.588 -0.510 -0.213
H 4.389 3.203 -0.682 0.246
H 6.043 2.823 -2.518 0.426
H 4.470 1.960 -2.750 0.108
H 6.812 0.711 -1.815 0.320
H 6.664 2.902 -0.109 0.328
C 4.688 -2.816 4.167 -0.854
C 3.311 -2.147 4.305 0.679
O 3.400 -0.909 5.045 -0.509
O 5.644 -2.018 3.443 -0.501
H 4.596 -3.778 3.664 0.346
H 4.977 -2.920 5.213 0.448
H 2.564 -2.831 4.706 -0.238
H 2.847 -1.902 3.350 0.011
H 4.278 -0.831 5.423 0.315
H 6.173 -1.434 3.991 0.310
C -4.786 -0.024 -0.144 0.264
C -4.455 0.998 1.003 -0.404
O -5.646 1.789 1.408 -0.605
O -5.995 -0.635 0.132 -0.615
H -3.994 -0.772 -0.127 0.063
H -4.609 0.509 -1.078 -0.078
H -3.581 1.647 0.952 0.232
H -4.333 0.384 1.895 0.439
H -6.323 1.195 1.742 0.323
H -6.723 -0.121 -0.225 0.358
C 1.879 -0.086 -5.053 -0.475
C 1.011 0.624 -6.129 -0.644
O -0.025 -0.199 -6.575 -0.601
O 1.364 -0.181 -3.707 -0.152
H 2.672 0.654 -4.944 0.207
H 2.295 -1.015 -5.441 0.421
H 1.749 0.704 -6.928 0.452
H 0.624 1.565 -5.736 0.210
H 0.227 -1.117 -6.699 0.328
H 0.450 0.110 -3.760 0.241
C 0.025 -1.258 7.476 -0.758
C -0.051 -1.580 6.005 0.341
O -1.377 -1.744 5.554 -0.580
O -0.368 -2.504 8.179 -0.529
H -0.573 -0.360 7.634 0.342
H 1.018 -1.017 7.853 0.312
H 0.481 -2.504 5.779 -0.092
H 0.396 -0.729 5.490 0.334
H -1.765 -2.415 6.121 0.307
H -1.188 -2.251 8.609 0.315
C 0.598 -5.685 3.471 -0.541
C 0.108 -4.647 2.405 -0.023
O 0.088 -5.437 1.241 -0.587
O -0.249 -6.802 3.746 -0.557
H 0.691 -5.036 4.341 0.232
H 1.608 -6.020 3.232 0.336
H 0.702 -3.735 2.459 0.293
H -0.900 -4.397 2.737 0.151
H -0.523 -6.142 1.468 0.288
H -0.049 -7.536 3.162 0.347
C -0.233 3.145 0.509 -0.058
C 1.104 2.492 0.977 -0.069
O 1.801 3.332 1.987 -0.603
O -1.053 3.303 1.616 -0.507
H -0.486 2.488 -0.323 0.008
H 0.033 4.103 0.061 0.334
H 1.777 2.158 0.188 -0.105
H 0.832 1.645 1.607 0.247
H 2.142 2.732 2.655 0.345
H -1.519 4.126 1.451 0.251
C -2.950 -1.016 -4.113 -0.594
C -2.080 -1.130 -2.851 0.227
O -1.173 -0.109 -2.670 -0.148
O -2.262 -1.369 -5.291 -0.582
H -3.420 -0.037 -4.209 0.141
H -3.751 -1.744 -3.990 0.433
H -1.631 -2.118 -2.748 0.365
H -2.765 -0.995 -2.014 -0.253
H -0.689 -0.350 -1.876 0.033
H -1.467 -0.882 -5.523 0.387
C -0.317 4.571 -3.317 -0.302
C -1.343 4.890 -4.447 -0.699
O -2.657 4.392 -4.133 -0.536
O -0.337 3.096 -3.405 -0.139
H -0.706 4.880 -2.346 0.099
H 0.624 5.095 -3.485 0.359
H -0.982 4.442 -5.374 0.308
H -1.441 5.958 -4.639 0.485
H -3.305 5.034 -4.433 0.255
H -1.273 3.075 -3.619 0.123
```

Summary:
E: -2837.58935 hartree
Relative energy (zero: lowest compared OMol25 entry of this formula, charge and spin): 129.6 kcal per mole
HOMO level: -9.2 eV